The following is a DFT calculation (wB97M-V/def2-TZVPD) of a structure of composition C57H63Cl2N5O4P2Sc in a non-equilibrium geometry.

Values from the calculation:
Gap between HOMO and LUMO = 6.530 eV
HOMO energy = -8.3 eV

Structure (ORCA input):
```
! RIJCOSX wB97M-V def2-TZVPD def2/J DEFGRID3
* xyz 1 1
Sc -1.2647 -0.1656 0.4818
C -0.5925 0.5931 5.3769
N -1.3736 1.5661 4.6319
C -2.0094 2.5983 5.4337
C -1.4719 1.4808 3.3020
O -0.8987 0.6057 2.6477
C -2.3223 2.5034 2.5739
O -2.5064 2.0676 1.2480
C -2.4265 3.0882 0.2711
C -1.2730 2.7618 -0.6648
O -0.6527 1.7010 -0.4999
N -0.9423 3.6356 -1.6095
C -1.6734 4.8660 -1.8593
C 0.2002 3.3963 -2.4756
H -1.2487 0.0001 6.0167
H 0.1298 1.1151 6.0074
H -0.0611 -0.0573 4.6891
H -2.8270 2.1792 6.0231
H -2.3902 3.4078 4.8203
H -1.2707 3.0197 6.1168
H -1.7755 3.4546 2.6089
H -3.2929 2.6426 3.0608
H -2.2547 4.0614 0.7393
H -3.3613 3.1193 -0.2902
H -2.6397 4.8628 -1.3662
H -1.8501 4.9561 -2.9310
H -1.0989 5.7314 -1.5228
H 0.6950 2.4775 -2.1754
H 0.8943 4.2354 -2.3964
H -0.1384 3.3065 -3.5085
N -0.3354 -2.1145 1.3243
C -0.4746 -2.6040 2.7125
C -1.8529 -3.2234 2.9599
C -2.7918 -2.4593 3.8928
C -3.4018 -1.1355 3.3905
N -3.1609 -0.8678 1.9679
H -0.6444 -2.8463 0.6836
H 0.6558 -1.9951 1.1208
H -0.2878 -1.7647 3.3836
H 0.3065 -3.3462 2.9042
H -1.7079 -4.2100 3.4055
H -2.3366 -3.4173 1.9996
H -2.2616 -2.2726 4.8309
H -3.6069 -3.1351 4.1570
H -3.0046 -0.3001 3.9692
H -4.4782 -1.1546 3.5977
H -3.7822 -0.1233 1.6562
H -3.4503 -1.6606 1.4026
C 6.0345 -1.2282 -2.6973
C 4.8782 -0.2361 -2.8996
C 5.2296 0.7401 -4.0332
C 4.6640 0.5405 -1.6129
C 5.6779 1.3364 -1.0892
C 5.5349 2.0191 0.1077
C 4.3540 1.8984 0.8168
C 3.3096 1.1238 0.3255
P 1.7961 0.8438 1.3118
C 2.5576 -0.1957 2.6168
C 2.8397 0.1054 3.9435
C 3.3752 -0.8587 4.7910
C 3.6528 -2.1320 4.3248
C 3.4169 -2.4340 2.9893
C 2.8757 -1.4765 2.1511
C 1.5149 2.5519 1.9086
C 1.5446 3.5445 0.9228
C 1.1928 4.8524 1.2064
C 0.8094 5.2111 2.4936
C 0.7831 4.2419 3.4831
C 1.1219 2.9254 3.1896
C 3.4780 0.4660 -0.8899
O 2.4045 -0.2681 -1.3037
C 2.4597 -0.9589 -2.4942
C 1.2856 -1.6035 -2.8551
C 1.2954 -2.3549 -4.0254
C 2.4322 -2.4488 -4.8064
C 3.5740 -1.7621 -4.4287
C 3.6162 -0.9974 -3.2674
P -0.3244 -1.4024 -1.9295
C -0.6018 -3.2113 -1.7260
C 0.4963 -3.9351 -1.2400
C 0.4080 -5.2886 -0.9721
C -0.7860 -5.9625 -1.1992
C -1.8826 -5.2597 -1.6608
C -1.7973 -3.8934 -1.9046
C -1.1885 -0.7291 -3.4022
C -2.3599 -1.2031 -3.9772
C -2.8875 -0.6015 -5.1132
C -2.2593 0.4874 -5.6886
C -1.0869 0.9716 -5.1236
C -0.5580 0.3624 -4.0010
H 6.9575 -0.7054 -2.4492
H 6.2124 -1.8034 -3.6056
H 5.8097 -1.9274 -1.8914
H 6.1375 1.2961 -3.8028
H 4.4208 1.4535 -4.1955
H 5.4007 0.2050 -4.9666
H 6.6107 1.4144 -1.6313
H 6.3449 2.6241 0.4887
H 4.2416 2.4084 1.7659
H 2.6941 1.1015 4.3323
H 3.5923 -0.6003 5.8191
H 4.0702 -2.8780 4.9865
H 3.6580 -3.4142 2.5995
H 2.7242 -1.7201 1.1021
H 1.8584 3.2868 -0.0814
H 1.2387 5.5993 0.4239
H 0.5554 6.2371 2.7233
H 0.5051 4.5089 4.4953
H 1.0587 2.1929 3.9780
H 0.3922 -2.8673 -4.3338
H 2.4256 -3.0389 -5.7118
H 4.4560 -1.8188 -5.0533
H 1.4454 -3.4339 -1.0847
H 1.2750 -5.8189 -0.6017
H -0.8579 -7.0244 -1.0081
H -2.8265 -5.7645 -1.8174
H -2.6901 -3.3725 -2.1946
H -2.8981 -2.0264 -3.5485
H -3.8042 -0.9893 -5.5371
H -2.6708 0.9519 -6.5744
H -0.5703 1.8098 -5.5751
H 0.3809 0.7253 -3.5993
Cl -3.5582 1.5595 -2.3902
C -4.5126 0.1582 -1.9367
C -5.7928 0.1117 -2.4475
C -6.6116 -0.9790 -2.1868
C -6.1023 -2.0012 -1.4019
C -4.8153 -1.9283 -0.9012
Cl -4.3133 -3.2850 0.1014
C -3.9084 -0.8527 -1.1312
N -2.6511 -0.7892 -0.6983
H -6.1361 0.9342 -3.0601
H -7.6132 -1.0302 -2.5855
H -6.7010 -2.8699 -1.1637
*
```